A single C19H18N6O4S molecule. Source: the Open Molecules 2025 dataset; level of theory: wB97M-V/def2-TZVPD.

XYZ file:
```
48
Properties=species:S:1:pos:R:3:forces:R:3
C -0.85545 -4.26147 -1.26122 -0.051 -0.209 0.176
O -0.64243 -3.30354 -2.27900 0.044 0.269 -0.257
C 0.08136 -2.19955 -1.98690 0.226 0.417 -0.055
C 0.67662 -1.95276 -0.75436 -0.079 -0.294 -0.135
C 1.38108 -0.78543 -0.54424 0.268 0.030 0.489
S 1.98613 -0.47064 1.11674 -0.012 0.109 0.003
O 1.83490 -1.67201 1.88246 -0.322 -0.053 -0.116
O 3.27243 0.15114 1.03406 -0.079 0.210 -0.241
N 0.94400 0.64824 1.75602 0.720 -0.724 -0.259
C 1.09004 2.02876 1.34164 0.153 0.465 -0.179
C 0.88975 2.93682 2.52342 -0.039 0.093 0.113
C 1.75571 2.87180 3.61062 -0.167 0.141 -0.032
C 1.53121 3.69805 4.69754 0.030 -0.088 -0.115
C 0.44075 4.55659 4.65674 0.146 -0.021 0.167
N -0.39066 4.62216 3.63241 -0.397 0.380 0.095
C -0.17060 3.83222 2.59616 0.246 -0.292 -0.246
C -0.37235 0.17995 2.12004 -0.391 -0.112 0.004
C -1.25478 -0.14893 0.95459 -0.491 -0.813 0.411
C -2.09247 -1.20487 0.74457 0.368 0.526 0.292
C -2.67192 -1.00862 -0.53431 0.054 0.463 -0.266
C -2.14079 0.14767 -1.00902 -0.551 -0.613 -0.238
O -1.28681 0.67820 -0.11425 0.257 0.351 0.253
C 1.54093 0.16138 -1.53485 0.047 0.022 -0.016
C 0.95261 -0.06483 -2.76571 0.002 -0.161 0.065
C 0.22108 -1.22400 -2.99299 0.399 0.068 0.713
N -0.40479 -1.36845 -4.23447 -0.666 -0.970 -0.974
C -0.83592 -2.45801 -4.92304 0.175 0.429 0.178
N -1.36024 -2.05211 -6.04685 -0.125 -1.092 -0.087
N -1.26003 -0.72748 -6.04934 -0.276 0.620 -0.707
N -0.70122 -0.30346 -5.00192 0.421 0.934 0.867
H -1.37706 -3.82117 -0.40854 0.028 0.004 -0.017
H 0.08695 -4.70442 -0.92919 -0.022 0.029 -0.011
H -1.47911 -5.02965 -1.71522 0.050 0.030 0.091
H 0.60477 -2.64434 0.06795 -0.106 -0.156 0.009
H 2.11680 2.11719 0.98049 -0.148 0.205 -0.062
H 0.39139 2.28298 0.53533 0.135 0.003 0.068
H 2.58373 2.17828 3.58824 0.108 -0.080 0.042
H 2.18386 3.67830 5.55633 0.047 0.014 0.081
H 0.21840 5.22183 5.48047 0.066 0.017 0.122
H -0.87805 3.92272 1.78070 -0.025 -0.083 -0.155
H -0.23485 -0.72445 2.71612 -0.268 0.124 0.011
H -0.83819 0.94937 2.74738 0.147 -0.084 -0.017
H -2.27989 -2.01145 1.42359 0.033 -0.180 0.203
H -3.38316 -1.64025 -1.02561 -0.158 -0.085 -0.184
H -2.27982 0.68181 -1.92764 0.050 0.148 -0.128
H 2.11903 1.04947 -1.34508 0.077 0.165 -0.050
H 1.03007 0.65520 -3.56512 0.045 0.032 -0.026
H -0.74302 -3.46825 -4.59472 0.033 -0.190 0.119
```
Forces are in eV/Å.

As for the total energy: -1762.43119 hartree. For the LUMO energy, the calculation gives -0.1 eV. As for the spin multiplicity: 1. The frontier orbital gap comes out at 8.94 eV.